Model i:
This record from the OMol25 dataset describes the molecule CH6NOP. The level of theory is ωB97M-V with the def2-TZVPD basis set.

Orbital gap = 11.219 eV
Charge = 0
HOMO energy = -10.32 eV
Multiplicity = 1
SMILES = C[P@@H](N)=O

```
10
Properties=species:S:1:pos:R:3:lowdin_charge:R:1
C -0.9132 -0.9553 -0.0679 -0.213
N 0.8239 1.3354 0.5552 -0.113
O 1.8159 -0.7406 -0.6040 -0.365
P 0.6179 0.0828 -0.4880 0.484
H -0.5741 -1.9464 0.0840 -0.004
H -1.4652 -0.6030 0.8634 0.051
H -1.6199 -1.1076 -0.9868 0.068
H 0.0663 1.8915 0.7727 0.019
H 1.2106 1.0412 1.3997 0.030
H 0.0378 1.0020 -1.5284 0.044
```

Model ii:
This record from the OMol25 dataset describes a cluster of 2 separate species, CH6NOP in total. The level of theory is ωB97M-V with the def2-TZVPD basis set.

Orbital gap (alpha / beta) = 8.338 / 8.111 eV
Charge = 0
HOMO energy (alpha / beta) = -9.12 / -8.79 eV
Multiplicity = 1

```
10
Properties=species:S:1:pos:R:3:lowdin_charge:R:1
C -0.1808 -0.8939 -1.2193 -0.235
N 0.4341 0.4315 -1.0191 -0.109
O -0.5173 -0.3770 1.8106 -0.483
P 0.4412 0.6436 1.4680 0.765
H -0.8129 -0.9437 -2.0458 0.041
H 0.5467 -1.5751 -1.4289 0.029
H -1.0276 -1.0443 -0.3976 0.104
H -0.2572 1.1658 -0.9604 -0.017
H 1.4661 0.6911 2.3649 -0.045
H -0.0923 1.9020 1.4275 -0.051
```

Which of them is the most stable, and which is the least stable? model i and model ii, in that order.

Model i:
This record from the OMol25 dataset describes the molecule C4H7Cl. The level of theory is ωB97M-V with the def2-TZVPD basis set.

Orbital gap (alpha / beta) = 8.722 / 8.028 eV
Charge = 0
HOMO energy (alpha / beta) = -8.47 / -8.12 eV
Multiplicity = 1

```
12
Properties=species:S:1:pos:R:3:lowdin_charge:R:1
C -0.3044 0.9586 -0.3743 -0.285
C 0.5142 0.3238 0.7889 -0.100
C -0.1893 0.2868 -1.8159 -0.469
C -0.0485 -0.9266 1.4378 -0.113
Cl 1.3126 0.7017 -2.6870 0.518
H -1.3657 0.8003 -0.0920 0.099
H -0.0748 1.9643 -0.5715 0.058
H 1.5289 0.2414 0.7599 0.044
H -0.7023 -0.6725 -1.8998 0.045
H -0.0755 -1.7277 0.5461 0.127
H -1.1065 -0.7482 1.7069 0.075
H 0.5114 -1.2018 2.2009 0.000
```

Model ii:
This record from the OMol25 dataset describes the molecule C4H7Cl. The level of theory is ωB97M-V with the def2-TZVPD basis set.

Orbital gap = 10.468 eV
Charge = 0
HOMO energy = -9.63 eV
Multiplicity = 1
SMILES = C/C=C\CCl

```
12
Properties=species:S:1:pos:R:3:lowdin_charge:R:1
C -0.5556 0.3384 2.3533 -0.143
C 0.6603 0.3930 1.7342 -0.217
C 0.7554 0.1243 0.5239 -0.292
C -0.1007 -0.5935 -0.2396 -0.511
H -1.3918 -0.3076 1.9848 0.086
H -1.3298 1.2590 2.3482 0.150
H -0.3401 0.0797 3.3261 0.049
H 1.4857 0.3822 2.4858 0.146
H 1.6492 -0.1604 -0.1012 0.137
H 0.3986 -1.6007 -0.3443 0.108
H -1.3040 -0.5838 -0.1228 0.113
Cl -0.2190 -0.0377 -2.1063 0.376
```

Which of them is the most stable, and which is the least stable? model ii and model i, in that order.

Model i:
This record from the OMol25 dataset describes the molecule ClH3NOP. The level of theory is ωB97M-V with the def2-TZVPD basis set.

Orbital gap = 10.249 eV
Charge = 0
HOMO energy = -9.77 eV
Multiplicity = 1
SMILES = NP(O)Cl

```
7
Properties=species:S:1:pos:R:3:lowdin_charge:R:1
N 0.6156 -0.7731 0.4789 -0.241
O 0.0430 1.3814 -0.5077 -0.415
P -0.3870 0.4887 0.8121 0.611
Cl -2.5439 -0.1331 -0.0371 -0.154
H 1.1087 -1.3678 1.1478 0.054
H 1.0833 -0.6553 -0.4550 0.069
H 0.0803 1.0593 -1.4391 0.076
```

Model ii:
This record from the OMol25 dataset describes a structure of composition ClH3NOP. The level of theory is ωB97M-V with the def2-TZVPD basis set.

Orbital gap = 9.333 eV
Charge = 0
HOMO energy = -9.24 eV
Multiplicity = 1

```
7
Properties=species:S:1:pos:R:3:lowdin_charge:R:1
N 0.1720 0.2898 -0.4806 -0.150
O -0.2648 -1.2898 1.5619 -0.482
P -1.3417 -1.1425 0.3870 0.489
Cl -2.7966 0.0431 1.1838 0.145
H 0.8885 -0.3465 -0.7943 -0.048
H -0.3025 0.6449 -1.2863 -0.064
H 0.1122 -0.4434 2.0091 0.109
```

Which of them is the most stable, and which is the least stable? model i and model ii, in that order.

Model i:
This record from the OMol25 dataset describes a cluster of 2 separate species, C3H7NO4S in total. The level of theory is ωB97M-V with the def2-TZVPD basis set.

Orbital gap = 9.790 eV
Charge = 0
HOMO energy = -9.32 eV
Multiplicity = 1

```
16
Properties=species:S:1:pos:R:3:lowdin_charge:R:1
C -2.0073 -2.1338 0.4095 -0.562
C -0.9483 2.5377 -0.3410 -0.181
C -1.3178 -3.2498 1.0754 -0.174
N -1.8086 -4.5055 1.0739 0.101
O -2.0294 -1.5188 -0.5977 0.129
O -2.2791 -2.0704 1.6783 0.107
O -0.2050 0.5594 -1.7141 -0.311
O 1.5613 1.7920 -0.4291 -0.487
S 0.3027 1.1449 -0.2263 0.844
H -1.8663 1.9887 0.0131 0.070
H -0.5533 3.2749 0.3753 0.057
H -0.9835 2.9984 -1.1984 -0.019
H -0.2302 -2.9781 1.3873 0.186
H 0.1718 -0.3031 -1.7986 0.022
H -2.7724 -4.5823 0.7140 0.125
H -1.8531 -4.8138 2.0205 0.091
```

Model ii:
This record from the OMol25 dataset describes the molecule C3H7NO4S. The level of theory is ωB97M-V with the def2-TZVPD basis set.

Orbital gap = 9.888 eV
Charge = 0
HOMO energy = -9.73 eV
Multiplicity = 1

```
16
Properties=species:S:1:pos:R:3:lowdin_charge:R:1
C -0.4695 0.3898 0.2327 -0.322
C 0.7639 0.0315 -0.6631 -0.311
C -1.7118 -0.7182 0.1411 -0.320
H -1.8845 1.7152 0.5084 0.058
H -1.6775 1.2895 -1.0956 0.119
H -0.1388 0.3466 1.3609 0.165
H 1.3957 0.8505 -1.0579 0.086
H 0.4852 -0.4136 -1.6658 0.126
H 2.1924 1.3023 1.3402 0.235
H -1.5339 -2.7279 0.0235 0.074
N -1.1971 1.5683 -0.1886 0.017
O 2.3675 0.1266 1.4897 -0.414
O 3.1491 -0.3751 -0.8883 -0.489
O -0.9747 -1.9914 0.1713 0.022
O -2.9395 -0.6063 0.1757 0.089
S 2.1734 -0.7878 0.1158 0.865
```

Which of them is the most stable, and which is the least stable? model ii and model i, in that order.

Model i:
This record from the OMol25 dataset describes a cluster of 2 separate species, ClH3NO2P in total. The level of theory is ωB97M-V with the def2-TZVPD basis set.

Orbital gap = 8.894 eV
Charge = 0
HOMO energy = -9.20 eV
Multiplicity = 1
SMILES = [NH3+][O-].O=PCl

```
8
Properties=species:S:1:pos:R:3:lowdin_charge:R:1
N 0.1220 -0.2569 0.2595 -0.045
O -2.3326 1.2542 -0.3165 -0.594
O -0.7827 -0.9439 1.0891 -0.362
P -3.1898 0.5976 0.6699 0.426
Cl -4.2156 -0.6963 -0.4288 0.196
H 0.3464 -0.5779 -0.7145 0.167
H 0.9717 0.0036 0.6929 0.120
H -0.4654 0.6052 0.1536 0.092
```

Model ii:
This record from the OMol25 dataset describes a structure of composition ClH3NO2P. The level of theory is ωB97M-V with the def2-TZVPD basis set.

Orbital gap = 9.588 eV
Charge = 0
HOMO energy = -10.23 eV
Multiplicity = 1

```
8
Properties=species:S:1:pos:R:3:lowdin_charge:R:1
N 0.6998 1.2564 -0.8211 -0.158
O 0.3284 -1.4486 -0.3789 -0.159
O 0.7064 -0.0330 1.4652 -0.086
P 0.1981 0.0412 -0.0273 0.407
Cl -2.4038 0.1941 -0.3222 -0.155
H 0.1205 1.3182 -1.6599 -0.002
H -0.4737 -2.0250 -0.2281 0.117
H 0.8242 0.6967 1.9723 0.035
```

Which of them is the most stable, and which is the least stable? model ii and model i, in that order.

Model i:
This record from the OMol25 dataset describes the molecule C4N2. The level of theory is ωB97M-V with the def2-TZVPD basis set.

Orbital gap = 9.065 eV
Charge = 0
HOMO energy = -11.73 eV
Multiplicity = 1

```
6
Properties=species:S:1:pos:R:3:lowdin_charge:R:1
C 0.0445 -0.1860 0.3224 -0.366
C -0.1620 -0.7591 1.5044 0.373
C -1.2009 0.3989 -0.0988 -0.216
N -2.2462 0.8319 -0.3450 0.202
C 1.2744 -0.1499 -0.4096 -0.182
N 2.2830 -0.1393 -0.9760 0.189
```

Model ii:
This record from the OMol25 dataset describes the molecule C4N2. The level of theory is ωB97M-V with the def2-TZVPD basis set.

Orbital gap = 9.554 eV
Charge = 0
HOMO energy = -11.34 eV
Multiplicity = 1
SMILES = N#CC#CC#N

```
6
Properties=species:S:1:pos:R:3:lowdin_charge:R:1
C 0.2894 1.0665 0.2723 0.023
C -0.6276 0.9217 -0.5130 0.017
C -1.2088 -0.2361 -1.0166 -0.219
N -1.3360 -1.3892 -1.1267 0.187
C 1.1912 0.3046 1.0023 -0.206
N 1.6919 -0.6674 1.3816 0.199
```

Which of them is the most stable, and which is the least stable? model ii and model i, in that order.